(1)
Entry from OMol25: an isolated molecule of C21H23NO (ωB97M-V/def2-TZVPD).

Summary:
LUMO = 0.7 eV
Electronic energy = -25688.0236 eV
Relative energy (zero: lowest compared OMol25 entry of this formula, charge and spin) = 35.1 kJ/mol
Gap between HOMO and LUMO = 0.3170 Eh
F_max = 0.0124 hartree/bohr
SMILES string = c1ccc(CCNCCCOc2cccc3ccccc23)cc1

Geometry as XYZ:
```
46
C21H23NO | OMol25 | ωB97M-V/def2-TZVPD
C 0.88 -2.13 -0.94
C -0.80 2.01 3.50
C 2.56 0.66 -2.61
H -1.19 -4.76 -0.34
C -2.65 2.62 2.11
H 0.84 -2.24 2.45
C 0.14 2.66 0.37
H -4.28 3.59 3.09
H -3.12 2.66 1.13
H 1.69 1.58 -0.35
H -0.93 -4.38 -2.75
H -1.37 1.11 0.32
C -2.71 3.11 4.45
H 0.03 0.73 1.33
H 0.76 3.15 1.13
C -0.66 1.52 1.04
C -0.27 -3.55 -2.55
O 2.25 -0.36 -1.67
H -0.99 2.50 5.57
C -1.39 2.05 2.24
H -0.68 -4.13 1.99
C -0.25 -3.58 1.16
C 1.35 1.51 -3.02
H 0.81 1.04 -3.84
C 1.12 -1.74 -3.32
C 0.36 1.72 -1.87
H 3.05 0.23 -3.50
H -0.55 3.41 -0.02
H 0.05 -3.08 -4.60
H 1.85 -0.98 0.59
H 0.18 1.56 3.61
H 3.29 1.28 -2.08
C 1.43 -1.38 -2.03
C 1.17 -1.80 0.40
H 1.73 2.48 -3.35
C 0.02 -3.21 -1.21
H 1.53 -1.20 -4.16
H -3.22 3.52 5.31
C 0.27 -2.83 -3.57
H -0.15 0.76 -1.67
C 0.62 -2.50 1.43
N 1.02 2.26 -0.70
H -0.40 2.43 -2.18
C -0.53 -3.93 -0.13
C -1.46 2.54 4.60
C -3.30 3.15 3.21
```

***

(2)
Entry from OMol25: a structure of composition C21H24BN5O4OsP (ωB97M-V/def2-TZVPD).

Summary:
LUMO (spin up / spin down) = -11.2 / -11.2 eV
Electronic energy = -50214.3638 eV
Relative energy (zero: lowest compared OMol25 entry of this formula, charge and spin) = 0.0 kJ/mol
Gap between HOMO and LUMO (spin up / spin down) = 0.2291 / 0.2290 Eh
F_max = 0.0063 hartree/bohr
Net charge = +3

Geometry as XYZ:
```
57
C21H24BN5O4OsP | OMol25 | ωB97M-V/def2-TZVPD
H 2.58 0.77 3.03
C -2.22 0.22 4.75
C -0.28 -0.09 2.80
H -0.97 -2.14 2.68
H -4.55 0.03 -2.62
H -2.36 3.92 -0.17
N 0.54 1.76 -1.55
H -0.97 4.74 -1.90
P 1.02 -0.31 1.63
B -1.38 -2.90 -0.66
C 0.57 -3.99 -1.92
C -0.44 1.15 3.44
H 1.00 -2.74 1.57
C -2.48 0.33 -1.93
H -1.52 2.24 4.92
H 3.21 0.62 1.38
O -2.13 3.11 0.31
H 4.56 0.59 -2.13
O 2.47 0.25 -0.96
C 0.82 4.13 -2.92
C -0.25 3.95 -2.05
H 2.59 -2.06 1.14
C -2.07 -1.01 4.12
C -1.41 1.29 4.41
H 2.99 -1.84 -1.71
N 0.88 -1.91 -1.32
C -1.18 2.39 -0.19
H 2.69 -4.40 -2.49
H 0.90 5.05 -3.49
C 2.72 1.04 -1.88
H 0.02 -4.91 -2.05
C -3.65 -0.34 -2.15
C 2.33 0.87 1.97
C -3.41 -1.64 -1.69
C 1.66 2.01 -2.25
O 3.86 1.18 -2.47
C 2.10 -2.43 -1.71
C 1.94 -3.73 -2.11
H -2.23 1.33 -2.22
C -1.10 -1.17 3.14
H -1.09 -2.67 0.49
H 0.20 1.99 3.20
Os 0.32 -0.09 -0.70
C -0.35 2.75 -1.36
N -0.04 -2.91 -1.48
O -0.84 1.35 0.39
N -2.17 -1.71 -1.23
H -2.69 -1.85 4.40
H -2.97 0.33 5.52
H 2.74 3.35 -3.54
H -1.97 -3.92 -0.83
C 1.73 -1.96 1.80
H 2.03 1.89 1.78
H 2.04 -2.06 2.84
N -1.57 -0.50 -1.35
H -4.05 -2.51 -1.70
C 1.83 3.18 -2.98
```

***

(3)
Entry from OMol25: a structure of composition C21H24Cl2FN2NbO6P in a non-equilibrium geometry (ωB97M-V/def2-TZVPD).

Summary:
LUMO = 1.1 eV
Electronic energy = -76019.7025 eV
Gap between HOMO and LUMO = 0.2111 Eh
F_max = 0.1137 hartree/bohr
Net charge = -1

Geometry as XYZ:
```
58
C21H24Cl2FN2NbO6P | OMol25 | ωB97M-V/def2-TZVPD
C 0.21 -0.01 -3.99
C -2.35 6.48 -1.09
O -1.02 5.14 3.23
C -0.21 1.09 -4.75
C 0.82 -0.78 1.64
H -1.49 -6.93 1.79
N -1.47 6.03 2.53
H 0.58 -5.86 2.89
H -1.32 3.24 -1.15
C 2.59 -3.59 1.90
H 2.24 -1.47 -6.29
H -2.73 7.25 -1.75
C 1.34 0.42 1.59
C 1.55 -0.75 -5.85
H -2.21 5.00 -2.64
O -1.78 7.14 2.94
C -0.16 -1.62 6.53
H 1.27 -1.44 -1.01
C -0.16 -5.21 2.29
H -0.96 3.71 1.24
C 1.09 -0.93 -4.55
H 2.67 -4.73 2.05
H 4.47 -3.60 0.70
H -1.41 -2.68 1.92
C -0.26 -1.85 4.93
H 1.42 -1.79 -3.98
H -2.39 7.74 0.64
F 3.50 -1.80 0.30
O 1.09 -2.26 -1.52
H 1.76 1.48 1.71
H -0.02 -0.47 6.65
C 1.14 0.35 -6.60
C 0.26 1.28 -6.05
P 0.15 -3.40 -0.63
N -1.15 2.04 -4.17
Nb 0.39 -3.00 1.92
H 0.78 -2.09 6.98
C 0.56 -2.78 4.20
H -1.80 -2.30 -0.51
H 1.50 0.49 -7.61
O -1.53 1.85 -3.02
C -1.66 5.75 1.10
Cl 1.80 -3.82 5.12
H -0.14 -0.16 -2.98
H 3.22 -3.11 2.75
C -1.35 4.49 0.60
O -1.50 -3.05 -1.08
C -2.15 6.75 0.26
O -1.53 2.97 -4.87
C -1.55 4.22 -0.75
C -1.41 -5.78 1.83
Cl -1.53 -0.79 4.10
H 3.00 -3.81 -0.39
H -1.11 -1.97 7.07
H -0.06 2.13 -6.64
C -2.05 5.21 -1.59
H -2.32 -5.15 1.54
C 3.38 -3.25 0.53
```

***

(4)
Entry from OMol25: a cluster of 11 separate species, C21H24Cl40NO3S in total in a non-equilibrium geometry (ωB97M-V/def2-TZVPD).

Summary:
LUMO = -3.9 eV
Electronic energy = -541516.7045 eV
Gap between HOMO and LUMO = 0.3051 Eh
F_max = 0.0943 hartree/bohr
Net charge = +1

Geometry as XYZ:
```
90
C21H24Cl40NO3S | OMol25 | ωB97M-V/def2-TZVPD
O -2.26 -0.40 -4.62
H 0.60 -3.67 -2.12
C 6.55 1.01 1.15
Cl -1.98 3.46 -6.18
H 2.67 1.23 -3.14
C -7.84 0.74 -0.68
Cl -8.45 1.95 -1.83
Cl 3.13 -2.07 3.17
Cl -0.16 2.08 7.47
Cl -1.74 1.29 3.55
Cl -7.06 4.14 3.86
Cl 1.22 5.27 7.78
Cl 0.10 -6.31 0.56
Cl 3.72 -0.14 5.24
Cl 4.34 6.21 3.07
O -3.75 1.26 -5.20
O 2.95 -4.77 -5.68
Cl -4.71 2.53 3.31
C -0.63 0.37 7.55
C 0.34 -4.61 1.05
Cl 0.70 -0.63 6.92
Cl -0.44 5.84 10.09
H 2.86 -1.23 -1.34
S 2.60 -4.41 -4.06
Cl -0.96 -0.08 9.24
Cl -1.37 -1.47 2.73
Cl 6.64 2.58 1.98
H -2.75 -2.40 -5.06
N 2.51 -2.71 -3.78
C 3.33 -0.39 -4.52
Cl -2.09 0.10 6.57
H -0.44 -1.75 -3.44
Cl -9.19 0.15 0.31
Cl 3.94 4.04 4.97
Cl -4.71 4.38 5.54
C -3.61 0.84 -2.73
C 2.64 0.07 -3.15
Cl 6.13 1.27 -0.56
H 3.22 0.35 -5.39
C -1.26 -3.84 -3.49
Cl -1.28 5.93 -4.84
C 0.02 -4.47 -2.71
Cl 4.68 6.69 5.91
Cl -7.12 -0.61 -1.58
Cl -1.56 6.01 7.42
H 0.43 -5.39 -4.82
C -2.64 -1.72 -4.15
H 1.92 -1.75 -5.60
Cl 2.03 6.22 4.83
C -0.87 4.22 -5.02
C -0.10 6.28 8.41
H -1.72 -2.18 -2.08
H -3.43 1.95 -2.52
Cl -6.33 1.98 5.65
H -2.98 0.14 -2.08
C 0.92 -5.22 -3.81
Cl 0.37 7.99 8.32
Cl 5.29 0.01 1.90
Cl 5.36 -2.51 4.98
C 3.71 -1.86 4.84
Cl -2.22 0.52 0.79
C -2.34 0.00 2.49
Cl 0.44 -4.52 2.82
H -0.40 -5.27 -2.02
C 2.88 -1.89 -4.99
Cl 1.85 -4.00 0.33
C -3.24 0.59 -4.28
H 3.93 -4.59 -5.73
Cl -4.04 -0.36 2.88
Cl -6.61 1.48 0.36
H 1.17 -6.26 -3.37
Cl 0.80 4.07 -5.61
H -1.17 -3.93 -4.63
C 3.75 5.79 4.69
H 1.57 -2.40 -3.51
H 4.46 -0.49 -4.30
Cl -1.03 -3.63 0.49
H -3.62 -1.75 -3.56
H 3.70 0.47 -1.14
Cl 2.63 -2.73 5.95
H 1.53 -0.22 -3.06
H 4.51 -0.83 -2.15
Cl -1.01 3.40 -3.44
C 3.48 -0.40 -1.84
H -4.71 0.61 -2.59
H -2.23 -4.40 -3.22
C -5.71 3.26 4.59
Cl 8.12 0.19 1.26
H 3.75 -2.30 -5.60
C -1.44 -2.25 -3.19
```

***

- The lowest electronic energy belongs to which entry?
  C21H24Cl40NO3S

***

- F_max of number 4 (C21H24Cl40NO3S)?
  0.0943 hartree/bohr